Record 1
One molecule with the formula C8H7NOS at a distorted geometry, computed with ωB97M-V/def2-TZVPD.

The geometry in XYZ format:
```
18
Properties=species:S:1:pos:R:3:forces:R:3
S -0.237 2.803 1.172 0.4 -0.9 -0.1
O -0.432 -1.524 -1.301 -1.4 -1.8 -1.2
N -0.745 1.340 -0.998 1.1 4.8 2.7
C 0.512 0.305 2.330 0.0 0.3 2.6
C 0.573 -1.040 2.176 -1.6 0.9 -5.8
C -0.703 2.635 -0.471 -0.6 -2.4 -2.1
C 0.096 1.062 1.297 -1.2 1.9 -3.5
C 0.266 -1.658 0.908 -0.1 -2.1 1.3
C -0.099 -0.875 -0.218 0.6 -0.4 3.4
C -0.216 0.520 -0.003 -0.2 -0.4 0.2
C -0.115 -1.000 -2.548 2.8 3.3 -1.7
H 0.922 -1.549 2.933 1.4 -3.1 3.8
H -0.711 0.067 -2.748 1.3 -3.4 -0.1
H 0.188 -2.908 0.937 0.4 3.8 -0.6
H 0.618 0.665 3.368 0.2 0.3 -0.8
H 0.029 -1.803 -3.396 -1.2 1.5 1.9
H -0.948 3.589 -1.052 0.2 -1.8 0.8
H 1.000 -0.631 -2.387 -1.8 -0.4 -0.8
```
Forces are in eV/Å.

Properties
Gap between HOMO and LUMO, eV: 8.68
Highest occupied orbital energy, eV: -8.273
ΔE to the lowest compared entry with this formula, charge and spin, kcal per mole: 57.8
SMILES: COc1cccc2scnc12
2S+1: 1

---

Record 2
A 2-piece molecular cluster, C24H13BCl6F3O3S overall at a distorted geometry, computed with ωB97M-V/def2-TZVPD.

The geometry in XYZ format:
```
51
Properties=species:S:1:pos:R:3:forces:R:3
Cl -0.603 -4.202 -4.689 0.1 -0.7 -0.1
Cl 1.785 -2.199 -5.219 0.4 -0.1 -0.1
Cl 1.471 0.787 -4.321 0.7 0.6 -0.2
Cl -1.410 1.893 -3.750 0.0 0.4 0.0
Cl 1.876 -1.755 -0.114 0.4 -0.6 -1.8
Cl -3.565 -0.143 -2.722 -0.6 0.2 0.2
S 2.458 -1.148 2.683 0.2 -0.8 -0.5
F 2.732 5.352 -1.953 -0.1 -0.6 -0.5
F 1.499 4.435 -3.526 0.8 0.0 0.8
F 3.528 3.678 -3.142 -0.7 0.6 0.4
O -1.085 -0.498 0.496 0.8 0.4 0.3
O -2.762 -2.943 -3.137 -0.4 -0.3 -0.1
O -0.189 0.555 2.452 0.0 0.0 -0.5
C -2.115 -0.678 -3.432 1.1 -1.0 -0.7
C -1.949 -2.134 -3.589 0.7 0.5 0.0
C 2.717 2.351 -0.828 0.1 -0.4 0.4
C -0.033 2.075 -0.527 -0.1 0.6 -0.3
C -2.069 -0.129 1.342 -0.5 0.7 0.9
C -0.728 -2.552 -4.308 -0.6 1.6 0.7
C -4.280 0.420 2.047 0.0 0.1 0.3
C 1.197 -1.516 1.415 -0.2 1.1 2.3
C -3.759 1.089 3.161 -0.4 -0.1 -0.1
C 1.852 3.169 -1.535 0.0 0.4 -0.3
C 0.943 -3.158 3.110 -0.5 0.1 0.1
C -2.384 1.148 3.400 0.5 -0.4 -0.2
C 2.880 -2.992 4.761 0.1 0.1 0.5
C 2.401 4.158 -2.536 -0.2 -0.1 -0.3
C -1.117 0.204 -3.802 0.6 -1.1 0.0
C -3.440 -0.196 1.118 0.6 -0.3 0.0
C -1.540 0.522 2.490 -1.2 -0.1 -0.5
C 0.403 -2.567 1.979 0.8 -0.3 -0.2
C 0.484 3.093 -1.333 -0.2 -0.3 0.3
C 2.190 1.389 0.038 0.4 0.7 -0.4
C 0.149 -0.279 -4.228 -1.0 -0.8 -0.2
C 0.304 -1.656 -4.542 -1.0 0.8 0.6
C 2.086 -2.526 3.605 -0.4 0.5 -1.0
C 0.816 1.212 0.154 0.3 -1.1 0.6
B 0.137 0.085 1.094 -0.8 0.0 0.2
H -1.117 1.998 -0.450 0.2 -0.2 0.1
H 3.951 -2.973 4.536 -0.2 0.0 0.1
H -5.359 0.375 1.892 0.3 0.1 0.1
H 3.792 2.458 -0.947 -0.2 -0.1 0.0
H -4.440 1.578 3.860 0.2 -0.1 -0.2
H -1.950 1.666 4.251 -0.2 0.0 -0.1
H -0.484 -2.904 1.468 0.0 -0.2 -0.2
H 2.697 -2.360 5.636 0.1 -0.1 0.0
H 0.537 -4.044 3.591 -0.1 0.2 -0.1
H 2.888 0.785 0.614 -0.1 0.0 -0.2
H 2.587 -4.015 5.008 0.0 0.1 0.0
H -0.187 3.805 -1.799 0.1 -0.2 -0.1
H -3.794 -0.710 0.228 -0.1 0.2 0.1
```
Forces are in eV/Å.

Properties
Gap between HOMO and LUMO, eV: 3.60
Highest occupied orbital energy, eV: -3.583
Total charge: -1
ΔE to the lowest compared entry with this formula, charge and spin, kcal per mole: 0.0
2S+1: 1

---

Record 3
C29H47BN4O4P2Pt as an isolated structure, computed with ωB97M-V/def2-TZVPD.

The geometry in XYZ format:
```
88
Properties=species:S:1:pos:R:3:forces:R:3
Pt 0.090 0.506 -0.410 -0.2 -0.2 -0.7
P -0.332 -1.388 -2.027 0.0 0.0 0.5
P -0.189 1.169 2.209 0.2 0.1 0.1
O -1.322 2.081 -1.327 0.2 0.1 -0.1
O -1.415 3.835 -2.724 0.3 0.1 0.3
O 2.570 5.816 -3.477 -0.1 -0.1 -0.1
O 0.355 5.689 -3.438 -0.3 -0.1 0.2
N 1.224 -2.320 -0.027 0.2 -0.2 0.1
N 1.097 -1.228 1.978 0.2 -0.1 0.1
N 1.275 1.759 -1.854 0.0 0.3 0.3
N 2.586 1.943 -2.033 0.1 -0.1 -0.1
C -2.377 2.669 3.020 0.0 0.0 0.0
C 0.924 -2.624 -1.406 -0.1 0.1 0.1
C 1.360 -2.579 2.228 0.0 0.2 0.0
C -3.062 -1.024 -1.726 0.0 -0.1 0.0
C -1.231 -0.842 -4.615 0.0 0.0 0.0
C 0.687 2.881 -2.241 0.0 0.0 -0.1
C -2.580 0.191 2.948 -0.1 0.0 0.0
C 1.514 -3.264 3.420 0.0 0.0 0.0
C 2.854 3.148 -2.563 0.2 0.0 0.0
C 1.654 3.800 -2.714 -0.2 0.0 -0.1
C 1.197 -0.643 -4.136 0.0 0.0 -0.1
C 1.174 3.100 3.858 0.1 0.0 0.0
C -1.663 1.355 3.363 -0.1 0.0 -0.1
C -0.815 2.955 -2.086 -0.3 0.0 -0.1
C 0.552 3.752 1.520 0.0 0.0 0.0
C -2.377 -3.379 -2.297 -0.1 0.0 0.0
C -1.948 -2.472 -0.030 0.0 -0.1 -0.1
C 1.806 -5.309 2.151 0.0 0.1 0.0
C -0.056 -1.497 -3.877 0.0 0.2 0.0
C 1.026 2.599 2.421 -0.1 0.0 0.0
C 0.194 -2.914 -4.398 0.0 0.0 -0.1
C 0.710 -0.272 2.993 0.0 0.0 -0.1
C -1.994 -2.116 -1.526 0.0 0.1 -0.1
C 1.436 -3.255 0.991 -0.1 0.1 -0.2
C 2.406 2.130 1.932 0.0 0.0 0.0
C -1.398 1.262 4.866 -0.1 0.0 0.0
C 1.558 5.196 -3.250 0.2 -0.1 0.2
C 1.659 -4.620 0.945 0.0 0.0 0.0
C 1.736 -4.641 3.368 0.0 0.0 0.0
B 1.005 -1.025 0.560 -0.1 -0.1 0.1
H -2.123 -0.786 3.133 0.0 0.0 0.0
H -2.769 -0.082 -1.256 0.0 0.0 0.0
H 0.270 3.596 4.213 0.0 0.0 0.0
H 0.358 -2.860 -5.481 0.0 0.0 0.1
H -1.263 -3.297 0.187 0.0 0.1 0.0
H 1.463 -2.746 4.371 0.0 0.0 -0.1
H -1.851 3.535 3.425 0.0 0.0 0.0
H 2.343 1.599 0.981 0.0 0.0 0.0
H -0.805 2.091 5.242 0.0 0.0 0.0
H -2.124 -1.466 -4.600 0.0 0.0 0.0
H 1.724 -5.142 -0.003 0.0 0.0 0.1
H 3.222 1.199 -1.814 0.1 -0.1 0.1
H -3.509 0.239 3.526 0.1 0.0 0.0
H 1.985 -6.377 2.136 0.0 0.1 0.0
H 1.859 -5.196 4.291 0.0 0.0 0.0
H 1.567 0.092 3.564 0.0 0.0 0.1
H 1.046 0.388 -3.812 0.0 -0.1 -0.1
H 1.985 3.836 3.895 -0.1 0.0 0.0
H 2.896 1.474 2.655 0.0 0.0 -0.1
H -1.482 0.134 -4.188 0.0 -0.1 0.0
H -2.838 0.251 1.886 0.0 0.0 0.1
H -1.611 -4.156 -2.221 0.0 0.0 0.0
H 2.079 -1.040 -3.624 0.0 0.0 0.0
H -0.362 5.053 -3.127 0.0 0.0 -0.3
H -0.900 0.329 5.143 -0.1 0.1 0.0
H -3.298 -3.786 -1.867 0.0 0.0 0.0
H -0.364 4.213 1.891 0.0 0.0 0.0
H 3.045 3.008 1.793 0.0 0.0 0.0
H -3.259 -0.821 -2.779 0.0 0.0 0.0
H -3.383 2.661 3.452 0.1 0.0 0.0
H 1.428 2.293 4.551 0.0 0.0 0.0
H -4.002 -1.355 -1.270 0.1 0.0 0.0
H 1.810 -2.561 -2.040 0.0 0.0 0.0
H -2.570 -3.179 -3.352 0.0 0.0 0.0
H -0.953 -0.686 -5.662 0.0 0.0 0.1
H 3.856 3.478 -2.800 -0.2 -0.1 0.1
H -2.361 1.281 5.390 0.1 0.0 0.0
H 0.037 -0.753 3.702 -0.1 0.0 0.0
H 1.324 4.527 1.474 0.0 0.0 0.0
H 0.357 3.408 0.503 0.0 0.0 0.0
H 0.526 -3.638 -1.505 0.0 0.0 0.0
H 1.088 -3.360 -3.956 -0.1 0.0 0.0
H 1.412 -0.637 -5.210 0.0 0.0 0.1
H -1.664 -1.619 0.587 0.0 0.0 0.0
H -2.954 -2.781 0.273 0.1 0.0 0.0
H -0.646 -3.583 -4.225 0.0 0.0 0.0
H -2.478 2.801 1.938 0.0 0.0 0.1
```
Forces are in eV/Å.

Properties
Gap between HOMO and LUMO (alpha / beta), eV: 5.64 / 6.73
Expectation value of S²: 2.008
Highest occupied orbital energy (alpha / beta), eV: -5.539 / -7.974
2S+1: 3

---

Record 4
C25H34CsN7O8 as an isolated structure at a distorted geometry, computed with ωB97M-V/def2-TZVPD.

The geometry in XYZ format:
```
75
Properties=species:S:1:pos:R:3:forces:R:3
Cs 0.618 -1.969 0.604 3.1 3.2 -0.8
O -1.746 -1.698 2.107 -0.5 -0.3 0.3
O 4.300 -0.833 4.265 0.0 0.1 -0.2
O 0.712 -3.695 2.254 -0.3 -2.0 1.5
O 4.318 -0.811 2.049 0.2 0.1 0.0
O -1.893 -4.737 -1.078 0.0 0.1 0.0
O -0.358 1.581 -0.815 0.1 0.2 0.1
O -1.190 -2.609 -0.858 -2.0 -1.2 -1.1
O -0.065 -5.759 1.794 0.0 0.1 0.0
N 5.303 -0.686 -0.615 0.0 -0.1 -0.3
N -2.166 2.372 -2.052 0.2 0.1 -0.1
N 4.735 1.530 -0.274 -0.1 0.0 -0.1
N 4.376 -2.722 -0.068 -0.1 -0.2 0.0
N 5.132 -2.315 -2.296 -0.1 -0.1 0.2
N 3.155 0.027 -1.204 -0.1 -0.1 -0.1
N -3.318 1.801 -2.623 0.0 0.1 0.0
C 3.754 2.547 -0.016 0.0 0.0 0.0
C -3.138 0.415 -2.475 -0.3 -0.2 -0.1
C -2.182 3.730 -1.686 0.0 -0.4 0.0
C -1.359 1.371 -1.460 -0.3 -0.4 -0.1
C -3.384 4.424 -1.602 -0.1 0.2 0.0
C -3.982 -2.220 2.386 0.0 0.0 0.1
C -1.764 -2.771 3.081 -0.2 0.0 -0.3
C -1.772 -3.679 -0.457 -0.2 0.1 -0.3
C -2.195 6.421 -0.965 0.0 0.0 0.0
C -1.661 -4.049 2.226 0.0 0.2 -0.1
C -2.041 0.113 -1.781 0.3 0.2 0.2
C 2.904 -1.110 4.121 0.2 0.0 0.2
C 6.106 1.972 -0.335 0.0 0.0 0.1
C -0.200 -4.560 2.061 0.2 -0.2 0.3
C -0.982 4.377 -1.403 0.1 0.2 0.1
C -3.184 -2.643 3.650 0.0 0.0 0.0
C 4.910 -1.984 -1.083 0.0 0.4 0.2
C 4.317 0.302 -0.755 0.0 0.1 0.1
C -1.002 5.715 -1.037 0.1 -0.1 0.0
C -3.515 2.249 -4.002 0.0 0.0 0.0
C -2.462 -3.603 0.931 0.1 0.1 0.2
C -2.866 -2.171 1.332 0.1 -0.2 0.2
C 5.037 -0.653 3.045 -0.3 -0.1 0.2
C -4.128 -0.522 -3.079 0.0 0.0 0.0
C -3.383 5.768 -1.250 0.0 -0.1 0.0
H 4.110 3.192 0.790 0.0 0.0 0.0
H 4.118 -2.203 0.770 0.0 -0.1 0.0
H -4.434 -1.235 2.513 0.0 0.0 0.0
H 6.457 2.288 0.653 0.0 0.0 0.0
H 3.549 3.181 -0.894 0.0 0.0 0.0
H 4.741 -3.245 -2.446 0.0 0.0 -0.1
H 2.517 -1.212 5.137 -0.1 0.0 0.0
H -5.147 -0.245 -2.800 0.0 0.0 0.0
H -4.313 3.902 -1.787 0.0 0.0 0.0
H -3.532 -3.582 4.083 0.0 0.0 0.0
H -4.063 -0.524 -4.170 0.0 0.0 0.0
H -0.057 3.821 -1.448 0.0 0.0 0.0
H 5.525 -0.728 0.383 0.0 0.0 0.0
H -4.767 -2.927 2.115 0.0 0.0 0.0
H -4.326 6.297 -1.184 0.0 0.0 0.0
H -2.189 -4.872 2.706 -0.1 0.0 0.0
H -3.559 3.336 -4.023 0.0 0.0 0.0
H 2.710 -2.028 3.566 0.0 0.0 0.0
H -2.197 7.466 -0.683 0.0 0.0 0.0
H 6.739 1.163 -0.685 0.0 0.0 0.0
H -3.224 -1.871 4.419 0.0 0.0 0.0
H 6.211 2.822 -1.025 0.0 0.0 0.0
H 2.573 0.847 -1.331 0.0 0.0 0.0
H 3.831 -3.538 -0.291 0.1 0.0 0.0
H -4.464 1.858 -4.362 0.0 0.0 0.0
H -3.045 -1.504 0.493 0.1 0.1 0.0
H -3.347 -4.229 0.824 0.0 -0.1 0.1
H 2.379 -0.297 3.613 0.0 0.0 0.0
H -0.065 6.207 -0.807 0.0 0.0 0.0
H -0.949 -2.646 3.785 0.1 0.1 0.0
H -3.922 -1.532 -2.730 0.0 0.0 0.0
H -1.716 -0.880 -1.476 0.1 0.1 0.0
H -2.704 1.909 -4.657 0.0 0.0 0.0
H 2.821 2.091 0.312 0.0 0.0 0.0
```
Forces are in eV/Å.

Properties
Gap between HOMO and LUMO, eV: 4.89
Highest occupied orbital energy, eV: -1.371
Total charge: -2
ΔE to the lowest compared entry with this formula, charge and spin, kcal per mole: 11.2
2S+1: 1